Molecular formula: C18H21F4N3O3SSc
Method: DFT, wB97M-V/def2-TZVPD

Structure (XYZ):
```
51
C18H21F4N3O3SSc wB97M-V/def2-TZVPD
Sc -0.09 0.35 0.58
C -0.43 2.21 2.82
C -0.66 0.85 3.52
N -0.94 -0.21 2.54
C -2.40 -0.46 2.43
C -3.10 0.72 1.77
C -0.23 -1.48 2.85
C -0.28 -2.43 1.63
N -0.28 -1.62 0.42
C -1.01 -2.01 -0.65
C -1.45 -1.01 -1.55
F -1.17 0.33 -1.15
C -2.15 -1.26 -2.72
F -2.47 -0.23 -3.50
C -2.52 -2.55 -3.03
C -2.13 -3.57 -2.16
F -2.49 -4.82 -2.43
C -1.39 -3.32 -1.02
F -0.97 -4.36 -0.26
H 0.27 2.81 3.40
H -0.01 2.06 1.80
H -1.35 2.79 2.74
H 0.24 0.58 4.09
H -1.48 0.94 4.24
H -2.55 -1.35 1.82
H -2.82 -0.65 3.43
H -2.52 1.06 0.89
H -4.09 0.42 1.43
H -3.24 1.55 2.46
H 0.81 -1.24 3.08
H -0.68 -1.98 3.71
H 0.59 -3.09 1.65
H -1.17 -3.06 1.68
H -3.07 -2.78 -3.93
N 2.11 0.63 0.95
C 2.36 1.17 -0.37
C 3.18 2.28 -0.58
C 3.45 2.70 -1.88
C 2.85 2.03 -2.93
C 2.02 0.95 -2.75
C 1.78 0.50 -1.46
S 3.39 2.32 -4.68
O 4.04 3.60 -4.60
O 2.12 2.25 -5.36
O 4.23 1.15 -4.75
H 2.61 1.19 1.64
H 2.54 -0.31 0.98
H 3.62 2.81 0.25
H 4.11 3.52 -2.10
H 1.60 0.47 -3.62
H 1.25 -0.45 -1.29
```

Computed properties:
- total charge = +1
- ΔE to the lowest compared entry with this formula, charge and spin (eV) = 3.142
- 2S+1 = 1



Molecular formula: C48H40N8O16
Method: DFT, wB97M-V/def2-TZVPD

Structure (XYZ):
```
112
C48H40N8O16 wB97M-V/def2-TZVPD
O -2.28 -9.14 -3.01
N -2.65 -8.37 -2.02
O -2.69 -8.76 -0.88
C -2.99 -7.04 -2.44
C -3.53 -6.70 -3.81
C -3.86 -5.20 -4.12
C -3.50 -4.09 -3.19
C -2.96 -4.56 -1.94
C -2.74 -5.85 -1.44
H -3.47 -7.36 -4.50
H -4.25 -5.07 -5.02
H -3.92 -3.05 -3.23
H -2.94 -3.63 -1.30
H -2.36 -6.10 -0.57
O 4.41 1.81 -5.06
N 3.39 1.38 -4.45
O 2.73 2.00 -3.62
C 2.77 0.07 -4.63
C 3.58 -1.04 -5.45
C 2.86 -2.32 -5.82
C 1.60 -2.71 -5.08
C 0.84 -1.79 -4.34
C 1.43 -0.38 -4.06
H 4.46 -0.86 -5.84
H 3.27 -3.10 -6.60
H 1.42 -3.66 -5.01
H 0.03 -2.02 -3.66
H 0.81 0.30 -3.43
O -5.51 1.79 5.39
N -5.19 1.71 4.17
O -4.11 2.30 3.68
C -5.69 0.57 3.32
C -4.90 0.24 2.11
C -5.42 -1.01 1.29
C -6.68 -1.79 1.75
C -7.36 -1.35 2.87
C -6.88 -0.24 3.83
H -4.17 0.67 1.59
H -4.81 -1.27 0.30
H -6.97 -2.38 1.19
H -8.15 -1.88 3.17
H -7.47 -0.10 4.64
O -0.56 5.78 4.47
N 0.21 5.83 3.55
O -0.09 5.39 2.41
C 1.56 6.34 3.68
C 1.89 7.13 5.05
C 3.40 7.57 5.29
C 4.44 7.30 4.21
C 4.02 6.79 2.95
C 2.65 6.23 2.60
H 1.07 7.34 5.62
H 3.58 8.12 6.16
H 5.47 7.40 4.40
H 4.85 6.59 2.13
H 2.37 5.70 1.53
O -1.08 -1.40 -1.05
N -1.33 -0.42 -0.29
O -2.54 -0.09 0.04
C -0.33 0.32 0.55
C 1.09 0.36 -0.02
C 2.24 1.22 0.60
C 1.73 2.30 1.64
C 0.49 2.35 2.17
C -0.79 1.35 1.62
H 1.42 -0.47 -0.62
H 3.17 1.15 0.05
H 2.52 3.00 1.97
H 0.43 3.00 2.81
H -1.82 1.44 2.13
O 0.11 -7.02 2.77
N -0.17 -6.20 3.72
O -0.66 -6.55 4.81
C 0.32 -4.75 3.49
C 1.08 -4.39 2.14
C 1.50 -2.97 1.94
C 0.92 -1.96 2.86
C 0.23 -2.22 4.06
C -0.12 -3.65 4.45
H 1.35 -5.12 1.41
H 2.06 -2.84 0.93
H 1.22 -1.09 2.54
H 0.03 -1.25 4.82
H -0.61 -3.88 5.41
O 4.81 -2.38 -2.87
N 4.97 -1.36 -2.03
O 3.97 -1.05 -1.32
C 6.03 -0.37 -2.35
C 5.86 1.12 -2.06
C 7.12 1.98 -2.11
C 8.29 1.39 -2.93
C 8.25 0.15 -3.60
C 7.11 -0.83 -3.42
H 5.03 1.60 -1.63
H 7.09 3.05 -1.66
H 9.23 1.92 -3.07
H 9.02 -0.29 -4.20
H 7.01 -1.58 -3.93
O -1.79 1.20 -2.78
N -1.59 2.29 -2.10
O -0.46 2.70 -1.99
C -2.64 2.84 -1.29
C -4.09 2.19 -1.39
C -5.26 2.76 -0.57
C -4.82 3.80 0.53
C -3.55 4.33 0.73
C -2.34 3.78 -0.09
H -4.29 1.16 -1.96
H -6.25 2.58 -0.83
H -5.53 4.14 1.13
H -3.40 4.90 1.69
H -1.27 4.22 0.28
```

Computed properties:
- total charge = 0
- SMILES = O=[N+]([O-])c1ccccc1.O=[N+]([O-])c1ccccc1.O=[N+]([O-])c1ccccc1.O=[N+]([O-])c1ccccc1.O=[N+]([O-])c1ccccc1.O=[N+]([O-])c1ccccc1.O=[N+]([O-])c1ccccc1.O=[N+]([O-])c1ccccc1
- ΔE to the lowest compared entry with this formula, charge and spin (eV) = 33.448
- 2S+1 = 1



Molecular formula: C10H10Br12F2O6
Method: DFT, wB97M-V/def2-TZVPD

Structure (XYZ):
```
40
C10H10Br12F2O6 wB97M-V/def2-TZVPD
C -1.94 -0.98 2.72
C -2.56 -2.33 2.59
O -1.47 -3.13 2.37
C -0.37 -2.39 1.95
O 0.66 -2.82 1.48
O -0.68 -1.14 2.14
F -3.32 -2.32 1.47
H -2.08 -0.68 3.76
H -2.36 -0.17 2.12
H -3.10 -2.65 3.48
C 2.97 -0.44 2.37
C 2.47 0.40 1.22
O 3.54 0.38 0.40
C 4.66 0.21 1.14
O 5.85 0.39 0.79
O 4.35 -0.25 2.28
F 2.01 1.59 1.72
H 2.66 -1.48 2.29
H 2.58 -0.18 3.35
H 1.59 -0.14 0.87
C 0.23 4.55 0.72
Br 0.68 5.48 2.40
Br 1.95 4.05 -0.22
Br -1.02 5.57 -0.37
H -0.29 3.63 0.99
C 2.03 1.56 -3.95
Br 2.76 1.10 -5.80
Br 2.17 3.44 -3.54
Br 3.07 0.72 -2.54
H 1.12 1.02 -3.69
C -3.47 -3.46 -3.74
Br -5.31 -3.88 -4.49
Br -3.55 -3.01 -1.81
Br -2.79 -1.82 -4.70
H -2.79 -4.32 -3.85
C -2.09 0.56 -1.13
Br -2.61 1.88 0.28
Br -0.11 0.21 -1.25
Br -2.81 1.20 -2.91
H -2.62 -0.38 -0.93
```

Computed properties:
- total charge = -1
- 2S+1 = 2



Molecular formula: C2H7NS2
Method: DFT, wB97M-V/def2-TZVPD

Structure (XYZ):
```
12
C2H7NS2 wB97M-V/def2-TZVPD
C 0.12 -1.97 1.12
C -1.58 1.62 -0.79
N 2.16 1.43 -0.61
S 1.33 -1.44 -0.10
S 1.28 0.63 0.38
H -0.91 -1.99 0.66
H 0.16 -1.32 2.04
H 0.32 -3.09 1.25
H -1.11 2.60 -0.98
H -1.98 1.49 0.20
H -1.79 1.05 -1.61
H 1.99 1.00 -1.56
```

Computed properties:
- total charge = 0
- ΔE to the lowest compared entry with this formula, charge and spin (eV) = 0.879
- 2S+1 = 3



| no. | E_tot (Ha) |
| --- | --- |
| 1 | -2646.5866 |
| 2 | -3493.0490 |
| 3 | -31926.3543 |
| 4 | -931.3724 |